Record 1
{
  "formula": "C2H3Br2N",
  "method": "ωB97M-V/def2-TZVPD",
  "species": ["C", "C", "N", "Br", "Br", "H", "H", "H"],
  "positions_angstrom": [[1.558431, -0.197083, 0.530583], [-2.411043, 0.454597, -0.823913], [1.510764, 0.076987, -0.730089], [-2.721211, 1.704768, 0.524585], [-2.164687, -1.219798, -0.218074], [1.941656, 0.645696, 1.121761], [1.115055, -1.004351, 1.128909], [1.171032, -0.460818, -1.533759]],
  "forces_ev_per_a": [[-0.87, 1.23, -2.22], [-0.16, 1.35, -0.98], [0.75, 0.31, 1.47], [0.01, -0.05, 0.26], [0.17, -1.31, 0.71], [0.16, -0.45, 0.08], [0.18, -0.36, -0.59], [-0.25, -0.71, 1.26]],
  "homo_ev": -9.2
}

=====

Record 2
{
  "formula": "C2H3Br2O2P",
  "method": "ωB97M-V/def2-TZVPD",
  "species": ["C", "C", "O", "O", "P", "Br", "Br", "H", "H", "H"],
  "positions_angstrom": [[-1.305289, -1.436923, -0.042273], [-0.836805, -1.287285, -1.109562], [-1.269655, 1.891716, -0.069892], [0.826087, 0.925035, 0.977682], [0.325058, 1.430607, -0.304379], [-0.226474, -1.112738, -2.803108], [3.628822, -0.187637, 2.153332], [2.651668, -0.246042, 1.216412], [-1.932751, -1.535553, 0.782128], [-1.860661, 1.558820, -0.800339]],
  "forces_ev_per_a": [[-0.98, -0.17, 1.23], [1.10, 0.09, -2.81], [0.51, -1.00, -1.09], [0.02, 0.32, -0.28], [-1.42, 0.24, 0.56], [0.03, -0.05, 0.32], [1.64, -0.03, 1.40], [-1.50, 0.02, -1.27], [-0.22, -0.10, 1.09], [0.83, 0.69, 0.86]],
  "smiles": "C#CBr.O=PO.Br",
  "homo_ev": -10.3
}

=====

Record 3
{
  "formula": "C2H3Br2OP",
  "method": "ωB97M-V/def2-TZVPD",
  "species": ["C", "C", "O", "P", "Br", "Br", "H", "H", "H"],
  "positions_angstrom": [[1.078217, 0.081523, 0.062770], [0.008558, -0.600421, 0.264178], [1.357342, 1.436892, 0.205072], [-1.666680, -0.161811, 0.839796], [-1.791953, 1.666093, -0.287931], [-2.754318, -1.699411, -0.309508], [1.950413, -0.610491, -0.337454], [1.741104, 1.571276, -0.685917], [0.077321, -1.683647, 0.248997]],
  "forces_ev_per_a": [[4.87, 0.41, -1.18], [-4.08, -1.95, 2.30], [-0.28, -1.73, -1.31], [2.33, 0.40, -0.38], [-0.35, 2.50, -0.21], [-1.38, -2.36, -0.52], [-1.39, 1.86, 0.70], [0.10, 0.85, 0.76], [0.18, 0.03, -0.17]],
  "multiplicity": 3,
  "homo_ev": [-5.4, -10.1]
}

=====

Record 4
{
  "formula": "C2H3BrCl2O",
  "method": "ωB97M-V/def2-TZVPD",
  "species": ["C", "C", "O", "Cl", "Cl", "Br", "H", "H", "H"],
  "positions_angstrom": [[1.610993, 0.180274, -0.322341], [-2.093948, 0.544056, 0.745002], [-1.268633, 0.173634, -0.173687], [-3.470043, -0.429253, 0.843687], [2.949558, 1.085352, 0.509197], [1.134049, -1.448089, 0.769308], [2.058036, 0.039163, -1.334659], [0.610506, 0.576893, -0.326522], [-1.530522, -0.722028, -0.709984]],
  "forces_ev_per_a": [[1.31, -0.63, 0.31], [1.00, 1.13, 0.14], [-1.44, -2.56, -1.58], [-0.82, -0.87, -0.12], [-1.21, -0.23, -0.29], [0.83, 0.37, -0.89], [-0.79, -0.71, 0.94], [0.56, 1.13, -0.01], [0.56, 2.37, 1.52]],
  "homo_ev": -9.7
}

=====

Record 5
{
  "formula": "C2H3BrCl2Si",
  "method": "ωB97M-V/def2-TZVPD",
  "species": ["C", "C", "Si", "Cl", "Cl", "Br", "H", "H", "H"],
  "positions_angstrom": [[-1.535509, 0.013847, -0.610775], [-0.720382, 0.036500, 0.499613], [1.156024, 0.138827, 0.156405], [1.748541, 1.176363, -1.444246], [2.039017, 0.797214, 1.900311], [1.907498, -1.897079, -0.101622], [-2.593627, -0.225477, -0.519729], [-1.023891, 0.206528, -1.467797], [-0.977669, -0.246721, 1.587836]],
  "forces_ev_per_a": [[-5.16, -0.72, -1.89], [5.65, 0.02, 6.31], [-1.44, -0.45, 2.18], [-0.04, 0.54, -0.51], [-0.05, 0.15, -0.34], [0.15, -0.59, -0.25], [0.33, 0.08, -0.56], [0.38, 0.43, -2.90], [0.17, 0.55, -2.04]],
  "multiplicity": 3,
  "homo_ev": [-6.7, -10.8]
}

=====

Record 6
{
  "formula": "C2H3BrClN",
  "method": "ωB97M-V/def2-TZVPD",
  "species": ["C", "C", "N", "Cl", "Br", "H", "H", "H"],
  "positions_angstrom": [[1.234291, -0.110427, 0.014784], [-1.167341, -0.099732, -0.203436], [0.062062, 0.440686, 0.013828], [-1.214244, -1.918502, 0.073025], [-2.666350, 0.809797, 0.047822], [1.476801, -1.167475, 0.078496], [2.238048, 0.544971, 0.013912], [0.036735, 1.500684, -0.038434]],
  "forces_ev_per_a": [[4.69, 0.93, 0.52], [2.62, -3.03, 0.16], [-1.57, 1.46, -0.97], [0.08, 1.95, -0.31], [-2.01, 1.37, 0.51], [-0.95, 0.19, -0.11], [-2.94, -1.14, 0.03], [0.10, -1.74, 0.17]],
  "homo_ev": [-7.1, -7.1]
}

=====

Calculated values (eV/Å) of max |F| for the records, taken in order: 2.68, 3.02, 5.07, 3.34, 8.47, 4.81.